# 1
C14H28Cl28 | ωB97M-V/def2-TZVPD

Last columns: bonded neighbours and bond lengths (Å).
Atoms and positions in Å:
1 C 0.552 -4.590 -32.829  Cl2 1.817, Cl3 1.794, H4 1.090, H5 1.090
2 Cl 0.660 -5.249 -34.519  C1 1.817
3 Cl 1.444 -3.035 -32.761  C1 1.794
4 H -0.492 -4.429 -32.563  C1 1.090
5 H 1.057 -5.215 -32.092  C1 1.090
6 C 2.030 -3.697 -24.335  Cl7 1.831, Cl8 1.819, H9 1.090, H10 1.090
7 Cl 1.106 -5.148 -24.959  C6 1.831
8 Cl 3.825 -3.964 -24.209  C6 1.819
9 H 1.724 -2.811 -24.891  C6 1.090
10 H 1.613 -3.640 -23.329  C6 1.090
11 C -4.113 1.148 -26.559  Cl12 1.773, Cl13 1.822, H14 1.090, H15 1.090
12 Cl -3.681 2.349 -27.790  C11 1.773
13 Cl -3.297 -0.457 -26.837  C11 1.822
14 H -3.898 1.445 -25.532  C11 1.090
15 H -5.190 0.981 -26.557  C11 1.090
16 C 3.616 -7.333 -32.152  Cl17 1.769, Cl18 1.796, H19 1.090, H20 1.090
17 Cl 3.787 -5.573 -32.122  C16 1.769
18 Cl 3.708 -7.975 -30.477  C16 1.796
19 H 2.575 -7.521 -32.414  C16 1.090
20 H 4.408 -7.792 -32.745  C16 1.090
21 C 6.014 -8.917 -27.191  Cl22 1.753, Cl23 1.745, H24 1.090, H25 1.090
22 Cl 5.125 -10.173 -28.031  C21 1.753
23 Cl 6.861 -9.553 -25.803  C21 1.745
24 H 6.710 -8.430 -27.874  C21 1.090
25 H 5.364 -8.121 -26.830  C21 1.090
26 C -1.303 0.950 -24.053  Cl27 1.771, Cl28 1.762, H29 1.090, H30 1.090
27 Cl -1.203 -0.817 -24.079  C26 1.771
28 Cl -0.792 1.807 -25.505  C26 1.762
29 H -2.354 1.226 -23.966  C26 1.090
30 H -0.780 1.400 -23.209  C26 1.090
31 C 5.130 -3.337 -34.377  Cl32 1.737, Cl33 1.772, H34 1.090, H35 1.090
32 Cl 5.153 -2.283 -32.996  C31 1.737
33 Cl 6.411 -4.547 -34.202  C31 1.772
34 H 4.190 -3.868 -34.528  C31 1.090
35 H 5.310 -2.691 -35.236  C31 1.090
36 C 2.880 0.625 -32.689  Cl37 1.790, Cl38 1.814, H39 1.090, H40 1.090
37 Cl 3.915 1.030 -31.286  C36 1.790
38 Cl 1.169 1.196 -32.500  C36 1.814
39 H 3.369 1.075 -33.552  C36 1.090
40 H 2.856 -0.449 -32.872  C36 1.090
41 C 3.599 0.679 -26.721  Cl42 1.824, Cl43 1.831, H44 1.090, H45 1.090
42 Cl 4.944 1.855 -26.354  C41 1.824
43 Cl 3.341 -0.516 -25.357  C41 1.831
44 H 2.677 1.260 -26.697  C41 1.090
45 H 3.820 0.188 -27.668  C41 1.090
46 C 1.442 -8.681 -26.878  Cl47 1.771, Cl48 1.814, H49 1.090, H50 1.090
47 Cl 0.894 -7.139 -27.552  C46 1.771
48 Cl 0.260 -9.207 -25.607  C46 1.814
49 H 1.716 -9.407 -27.644  C46 1.090
50 H 2.330 -8.521 -26.265  C46 1.090
51 C -1.562 -1.450 -30.428  Cl52 1.743, Cl53 1.810, H54 1.090, H55 1.090
52 Cl -1.571 -3.189 -30.300  C51 1.743
53 Cl -2.702 -0.750 -31.647  C51 1.810
54 H -1.821 -1.062 -29.443  C51 1.090
55 H -0.578 -1.109 -30.749  C51 1.090
56 C 7.391 -5.048 -30.584  Cl57 1.771, Cl58 1.815, H59 1.090, H60 1.090
57 Cl 8.147 -4.651 -29.032  C56 1.771
58 Cl 7.027 -6.826 -30.587  C56 1.815
59 H 6.507 -4.467 -30.847  C56 1.090
60 H 8.182 -4.949 -31.327  C56 1.090
61 C -3.920 -3.936 -26.273  Cl62 1.798, Cl63 1.756, H64 1.090, H65 1.090
62 Cl -2.443 -3.903 -25.248  C61 1.798
63 Cl -3.986 -5.569 -26.913  C61 1.756
64 H -4.830 -3.661 -25.741  C61 1.090
65 H -3.751 -3.178 -27.039  C61 1.090
66 C 2.236 -3.771 -28.468  Cl67 1.747, Cl68 1.837, H69 1.090, H70 1.090
67 Cl 0.839 -3.030 -27.726  C66 1.747
68 Cl 2.932 -2.545 -29.647  C66 1.837
69 H 2.942 -4.003 -27.670  C66 1.090
70 H 1.936 -4.587 -29.125  C66 1.090

Its energy relative to the best compared isomer or geometry (same formula, charge and spin) is 19.1 kcal per mole. Its HOMO-LUMO gap is 10.810 eV. The calculation puts the total energy at -365599.6243 eV.

---

# 2
C49H98BrNO18P | ωB97M-V/def2-TZVPD

Last columns: bonded neighbours and bond lengths (Å).
Atoms and positions in Å:
1 C -4.408 0.865 1.392  C2 1.544, H35 1.089, H36 1.087, H37 1.086
2 C -4.079 -0.351 0.499  C1 1.544, C3 1.532, H38 1.087, H39 1.086
3 C -3.998 0.012 -0.988  C2 1.532, C4 1.534, H40 1.090, H41 1.090
4 C -2.894 -0.700 -1.779  C3 1.534, C5 1.540, H42 1.092, H43 1.088
5 C -1.479 -0.562 -1.187  C4 1.540, N6 1.516, H44 1.084, H45 1.083
6 N -0.624 0.331 -2.063  C5 1.516, C7 1.496, C34 1.503, H46 1.016
7 C -0.880 1.755 -1.684  N6 1.496, C8 1.530, H47 1.084, H48 1.084
8 C -0.020 2.347 -0.566  C7 1.530, C9 1.530, C14 1.571, H49 1.094
9 C -0.144 3.861 -0.747  C8 1.530, C10 1.553, H50 1.078, H51 1.088
10 C -1.607 4.374 -0.837  C9 1.553, C11 1.518, H52 1.088, H53 1.089
11 C -1.973 4.905 -2.211  C10 1.518, O12 1.405, H54 1.099, H55 1.098
12 O -1.690 6.281 -2.200  C11 1.405, C13 1.407
13 C -1.694 6.891 -3.468  O12 1.407, H56 1.092, H57 1.087, H58 1.093
14 C 1.448 1.802 -0.433  C8 1.571, C15 1.557, C25 1.551, C29 1.566
15 C 1.665 0.998 0.882  C14 1.557, C16 1.540, H59 1.085, H60 1.087
16 C 1.377 -0.515 0.879  C15 1.540, P17 1.820, H61 1.087, H62 1.086
17 P 1.967 -1.171 2.471  C16 1.820, O18 1.466, O19 1.602, O22 1.579
18 O 2.787 -0.217 3.224  P17 1.466
19 O 0.654 -1.563 3.302  P17 1.602, C20 1.450
20 C -0.105 -2.685 2.783  O19 1.450, C21 1.520, H63 1.089, H64 1.086
21 C -1.600 -2.486 2.965  C20 1.520, H65 1.087, H66 1.090, H67 1.086
22 O 2.669 -2.530 2.079  P17 1.579, C23 1.460
23 C 3.222 -3.306 3.185  O22 1.460, C24 1.525, H68 1.084, H69 1.087
24 C 2.761 -4.757 3.104  C23 1.525, H70 1.084, H71 1.089, H72 1.086
25 C 2.516 2.924 -0.367  C14 1.551, C26 1.522, H73 1.086, H74 1.088
26 C 2.828 3.694 0.908  C25 1.522, O27 1.180, Br28 1.951
27 O 3.912 4.126 1.088  C26 1.180
28 Br 1.488 4.128 2.259  C26 1.951
29 C 1.868 0.941 -1.672  C14 1.566, C30 1.530, C34 1.535, H75 1.091
30 C 2.389 1.730 -2.876  C29 1.530, O31 1.413, H76 1.090, H77 1.096
31 O 1.418 2.664 -3.302  C30 1.413, C32 1.433
32 C 1.955 3.837 -3.925  O31 1.433, C33 1.513, H78 1.089, H79 1.092
33 C 2.621 3.560 -5.256  C32 1.513, H80 1.089, H81 1.088, H82 1.085
34 C 0.822 -0.064 -2.175  N6 1.503, C29 1.535, H83 1.083, H84 1.086
35 H -3.512 1.194 1.916  C1 1.089
36 H -4.791 1.697 0.805  C1 1.087
37 H -5.163 0.626 2.134  C1 1.086
38 H -4.870 -1.081 0.648  C2 1.087
39 H -3.161 -0.806 0.858  C2 1.086
40 H -4.941 -0.282 -1.450  C3 1.090
41 H -3.943 1.091 -1.137  C3 1.090
42 H -2.926 -0.335 -2.808  C4 1.092
43 H -3.134 -1.761 -1.811  C4 1.088
44 H -1.535 -0.068 -0.223  C5 1.084
45 H -1.024 -1.542 -1.099  C5 1.083
46 H -1.022 0.212 -2.990  N6 1.016
47 H -1.919 1.789 -1.376  C7 1.084
48 H -0.818 2.359 -2.583  C7 1.084
49 H -0.520 2.127 0.382  C8 1.094
50 H 0.333 4.402 0.054  C9 1.078
51 H 0.349 4.167 -1.668  C9 1.088
52 H -1.679 5.233 -0.172  C10 1.088
53 H -2.328 3.647 -0.467  C10 1.089
54 H -1.369 4.438 -3.002  C11 1.099
55 H -3.020 4.707 -2.477  C11 1.098
56 H -2.694 7.186 -3.794  C13 1.092
57 H -1.088 7.790 -3.390  C13 1.087
58 H -1.240 6.263 -4.239  C13 1.093
59 H 1.029 1.425 1.650  C15 1.085
60 H 2.706 1.085 1.183  C15 1.087
61 H 1.963 -1.034 0.124  C16 1.087
62 H 0.319 -0.754 0.828  C16 1.086
63 H 0.111 -2.848 1.728  C20 1.089
64 H 0.203 -3.565 3.339  C20 1.086
65 H -2.091 -2.252 2.024  C21 1.087
66 H -2.012 -3.443 3.283  C21 1.090
67 H -1.834 -1.753 3.732  C21 1.086
68 H 4.301 -3.219 3.134  C23 1.084
69 H 2.887 -2.879 4.127  C23 1.087
70 H 3.590 -5.451 3.025  C24 1.084
71 H 2.220 -5.014 4.013  C24 1.089
72 H 2.082 -4.908 2.270  C24 1.086
73 H 2.386 3.677 -1.138  C25 1.086
74 H 3.468 2.441 -0.572  C25 1.088
75 H 2.712 0.342 -1.327  C29 1.091
76 H 3.356 2.200 -2.700  C30 1.090
77 H 2.565 1.021 -3.692  C30 1.096
78 H 1.100 4.491 -4.088  C32 1.089
79 H 2.633 4.341 -3.232  C32 1.092
80 H 3.499 2.930 -5.117  C33 1.089
81 H 2.986 4.505 -5.652  C33 1.088
82 H 1.926 3.101 -5.952  C33 1.085
83 H 0.947 -1.013 -1.670  C34 1.083
84 H 1.011 -0.272 -3.224  C34 1.086
85 O 1.461 8.999 -4.092  C86 1.203
86 C 1.580 9.774 -3.179  O85 1.203, O87 1.344, C90 1.511
87 O 2.651 9.658 -2.375  C86 1.344, C88 1.434
88 C 2.970 10.619 -1.360  O87 1.434, C89 1.515, H91 1.090, H92 1.088
89 C 2.238 10.342 -0.063  C88 1.515, H93 1.090, H94 1.090, H95 1.090
90 C 0.521 10.805 -2.867  C86 1.511, H96 1.090, H97 1.087, H98 1.086
91 H 2.797 11.632 -1.725  C88 1.090
92 H 4.044 10.517 -1.213  C88 1.088
93 H 1.157 10.420 -0.179  C89 1.090
94 H 2.550 11.049 0.705  C89 1.090
95 H 2.457 9.331 0.282  C89 1.090
96 H -0.249 10.338 -2.254  C90 1.090
97 H 0.078 11.126 -3.806  C90 1.087
98 H 0.893 11.688 -2.355  C90 1.086
99 O -3.133 -4.841 4.323  C100 1.205
100 C -3.677 -4.821 5.398  O99 1.205, O101 1.339, C104 1.509
101 O -4.956 -4.430 5.455  C100 1.339, C102 1.435
102 C -5.753 -4.531 6.645  O101 1.435, C103 1.513, H105 1.090, H106 1.088
103 C -5.573 -3.334 7.553  C102 1.513, H107 1.090, H108 1.090, H109 1.090
104 C -2.930 -5.144 6.669  C100 1.509, H110 1.090, H111 1.087, H112 1.086
105 H -5.556 -5.473 7.157  C102 1.090
106 H -6.779 -4.576 6.285  C102 1.088
107 H -4.549 -3.254 7.918  C103 1.090
108 H -6.237 -3.410 8.414  C103 1.090
109 H -5.803 -2.415 7.014  C103 1.090
110 H -2.417 -4.245 7.008  C104 1.090
111 H -2.188 -5.905 6.441  C104 1.087
112 H -3.558 -5.521 7.472  C104 1.086
113 O 2.934 -7.387 1.379  C114 1.206
114 C 3.548 -7.372 0.341  O113 1.206, O115 1.342, C118 1.508
115 O 4.884 -7.491 0.395  C114 1.342, C116 1.434
116 C 5.692 -7.662 -0.776  O115 1.434, C117 1.514, H119 1.090, H120 1.088
117 C 6.046 -6.340 -1.423  C116 1.514, H121 1.090, H122 1.090, H123 1.090
118 C 2.863 -7.141 -0.982  C114 1.508, H124 1.090, H125 1.089, H126 1.086
119 H 5.212 -8.346 -1.476  C116 1.090
120 H 6.593 -8.157 -0.419  C116 1.088
121 H 5.158 -5.818 -1.779  C117 1.090
122 H 6.711 -6.501 -2.271  C117 1.090
123 H 6.546 -5.693 -0.702  C117 1.090
124 H 2.749 -6.068 -1.135  C118 1.090
125 H 1.875 -7.596 -0.934  C118 1.089
126 H 3.380 -7.563 -1.839  C118 1.086
127 O -0.215 -7.965 -1.439  C128 1.207
128 C -0.747 -8.034 -0.358  O127 1.207, O129 1.341, C132 1.507
129 O -2.038 -7.681 -0.270  C128 1.341, C130 1.435
130 C -2.828 -7.863 0.914  O129 1.435, C131 1.513, H133 1.090, H134 1.088
131 C -2.673 -6.710 1.882  C130 1.513, H135 1.090, H136 1.087, H137 1.090
132 C 0.029 -8.410 0.879  C128 1.507, H138 1.088, H139 1.086, H140 1.088
133 H -2.611 -8.826 1.378  C130 1.090
134 H -3.853 -7.914 0.552  C130 1.088
135 H -1.648 -6.631 2.246  C131 1.090
136 H -3.330 -6.828 2.740  C131 1.087
137 H -2.918 -5.769 1.388  C131 1.090
138 H 0.530 -7.523 1.261  C132 1.088
139 H 0.788 -9.134 0.599  C132 1.086
140 H -0.572 -8.856 1.667  C132 1.088
141 O -0.409 10.041 0.988  C142 1.200
142 C -0.406 9.439 2.027  O141 1.200, O143 1.345, C146 1.513
143 O -0.443 10.133 3.178  C142 1.345, C144 1.431
144 C -0.615 9.516 4.457  O143 1.431, C145 1.514, H147 1.091, H148 1.088
145 C 0.698 9.038 5.040  C144 1.514, H149 1.090, H150 1.090, H151 1.089
146 C -0.276 7.933 2.067  C142 1.513, H152 1.090, H153 1.087, H154 1.087
147 H -1.357 8.718 4.401  C144 1.091
148 H -1.040 10.296 5.085  C144 1.088
149 H 1.157 8.264 4.424  C145 1.090
150 H 0.543 8.632 6.040  C145 1.090
151 H 1.403 9.866 5.105  C145 1.089
152 H 0.781 7.675 2.012  C146 1.090
153 H -0.782 7.528 1.193  C146 1.087
154 H -0.712 7.469 2.948  C146 1.087
155 O 2.221 -6.453 -4.630  C156 1.202
156 C 1.120 -6.578 -5.096  O155 1.202, O157 1.351, C160 1.510
157 O 0.916 -6.158 -6.363  C156 1.351, C158 1.429
158 C -0.294 -6.421 -7.076  O157 1.429, C159 1.515, H161 1.090, H162 1.089
159 C -1.362 -5.387 -6.788  C158 1.515, H163 1.090, H164 1.090, H165 1.090
160 C -0.035 -7.105 -4.278  C156 1.510, H166 1.088, H167 1.079, H168 1.088
161 H -0.643 -7.436 -6.881  C158 1.090
162 H -0.012 -6.381 -8.126  C158 1.089
163 H -1.655 -5.396 -5.738  C159 1.090
164 H -2.249 -5.577 -7.393  C159 1.090
165 H -0.988 -4.389 -7.019  C159 1.090
166 H -0.457 -6.287 -3.698  C160 1.088
167 H 0.347 -7.849 -3.597  C160 1.079
168 H -0.821 -7.573 -4.866  C160 1.088

The total charge is +1. Its HOMO-LUMO gap is 9.004 eV. The calculation puts the total energy at -170074.3672 eV.

---

- Number 1 is which compound?
  C14H28Cl28